Computed, not measured: C2FLiO2Ru as an isolated structure at a distorted geometry, with the ωB97M-V functional and the def2-TZVPD basis.

Charge = +1
HOMO-LUMO gap (spin up / spin down) = 6.77 / 7.53 eV
LUMO level (spin up / spin down) = -4.789 / -5.231 eV
2S+1 = 6
<S²> = 8.76

Atoms and positions in Å:
Ru: 0.067 -0.395 2.884
F: -1.270 0.825 -0.565
O: 1.357 -0.123 -1.040
O: -1.321 -0.460 1.251
C: 0.662 -0.386 -0.059
C: -0.735 -0.170 0.199
Li: 1.240 0.709 -2.670



Computed, not measured: C38H35N3P2S3Ti as an isolated structure, with the ωB97M-V functional and the def2-TZVPD basis.

Charge = 0
HOMO-LUMO gap (spin up / spin down) = 6.26 / 6.57 eV
LUMO level (spin up / spin down) = 0.192 / 0.197 eV
ΔE to the lowest compared entry with this formula, charge and spin = 2.7 kcal per mole
2S+1 = 3
<S²> = 2.01

Atoms and positions in Å:
Ti: -0.398 -0.970 -0.161
S: -0.323 -2.842 -1.965
S: -0.414 1.097 -1.461
S: -2.818 -0.613 0.049
P: 0.167 -0.134 2.328
P: 2.542 -0.028 0.585
N: -2.839 -3.316 -1.411
N: 1.432 -1.057 1.536
N: -1.446 -5.009 -0.786
C: -1.581 -3.777 -1.317
C: 0.505 -7.978 0.115
C: -2.649 -2.251 4.388
C: -3.949 1.832 0.413
C: -0.873 -1.491 2.943
C: -1.048 -2.642 2.173
C: -2.857 1.146 -0.112
C: 1.778 -7.459 0.301
C: 1.137 1.952 3.807
C: 2.456 -0.363 -2.116
C: -0.309 -5.782 -0.464
C: 0.967 -5.256 -0.268
C: 1.800 2.571 4.858
C: 2.225 1.822 5.942
C: 2.713 -1.048 -0.925
C: 2.033 -2.189 2.267
C: 2.796 -2.369 -3.387
C: 1.977 0.456 5.988
C: -2.806 -3.396 3.623
C: 1.995 -6.107 0.109
C: 6.528 -0.500 2.880
C: 1.313 -0.162 4.942
C: -1.999 -3.591 2.510
C: -1.833 1.867 -0.753
C: -1.691 -1.306 4.052
C: 6.461 -0.914 1.560
C: 3.017 -2.416 -0.996
C: 0.898 0.582 3.837
C: 5.271 -0.811 0.854
C: 3.055 -3.067 -2.213
C: 4.224 0.169 2.771
C: -4.053 3.208 0.308
C: 5.404 0.050 3.482
C: -1.954 3.252 -0.851
C: 4.131 -0.293 1.457
C: 2.499 -1.021 -3.339
C: -3.047 3.922 -0.332
C: -0.533 -7.148 -0.267
H: -4.726 1.263 0.909
H: 1.112 -1.225 4.983
H: -1.595 -0.411 4.655
H: 2.287 -0.473 -4.247
H: -2.097 -4.485 1.908
H: 2.302 -0.126 6.841
H: -2.917 -2.314 -1.531
H: -2.312 -5.497 -0.605
H: 1.261 -2.834 2.678
H: 7.337 -1.317 1.069
H: -1.524 -7.558 -0.418
H: 2.593 -8.107 0.594
H: 0.818 2.530 2.948
H: 0.314 -9.031 0.264
H: 7.454 -0.587 3.433
H: 3.237 -2.976 -0.098
H: 1.984 3.636 4.824
H: -1.167 3.804 -1.350
H: 2.649 -2.780 1.592
H: 5.448 0.400 4.505
H: -0.403 -2.866 1.317
H: -4.912 3.718 0.724
H: 2.822 -2.885 -4.338
H: -3.277 -2.087 5.254
H: 2.745 2.303 6.760
H: 2.985 -5.693 0.256
H: -3.550 -4.132 3.893
H: 3.275 -4.126 -2.251
H: 2.206 0.688 -2.082
H: 5.247 -1.124 -0.180
H: 1.155 -4.206 -0.424
H: -3.555 -3.709 -0.816
H: 3.370 0.626 3.249
H: 2.669 -1.839 3.080
H: -3.110 4.999 -0.425



Computed, not measured: an isolated molecule of C5H11NO2 at a distorted geometry, with the ωB97M-V functional and the def2-TZVPD basis.

Charge = 0
HOMO-LUMO gap = 8.84 eV
LUMO level = 0.898 eV
ΔE to the lowest compared entry with this formula, charge and spin = 53.5 kcal per mole
SMILES = CO[C@H](O)/C=C(\C)N

Atoms and positions in Å:
O: 1.737 -0.409 -1.950
O: 1.135 0.732 0.252
N: -2.674 0.589 -0.689
C: -1.473 -0.713 0.965
C: 0.873 -0.410 -0.871
C: -1.496 -0.053 -0.376
C: 2.176 0.606 1.177
C: -0.492 -0.130 -1.283
H: -0.597 0.330 -2.255
H: 2.214 -0.376 1.674
H: 2.036 1.347 1.977
H: -0.998 -0.052 1.693
H: -0.896 -1.633 0.947
H: 2.642 -0.517 -1.634
H: -2.637 1.217 -1.480
H: -2.479 -0.960 1.300
H: 3.161 0.784 0.715
H: 0.987 -1.306 -0.244
H: -3.220 0.954 0.082



Computed, not measured: C6H20B2NbO4 as an isolated structure at a distorted geometry, with the ωB97M-V functional and the def2-TZVPD basis.

Charge = -1
HOMO-LUMO gap = 7.00 eV
LUMO level = 3.267 eV

Atoms and positions in Å:
Nb: -0.718 -0.336 1.655
O: -1.935 -2.694 -0.336
O: -3.935 -0.463 0.896
O: -3.206 1.736 0.743
O: 1.726 -1.603 -0.228
C: -2.695 2.441 -0.366
C: 3.050 0.482 0.097
C: -1.576 -0.670 -1.749
C: 1.133 -1.481 1.068
C: 2.143 -0.380 -0.783
C: 4.185 1.160 -0.693
B: -2.870 0.408 0.978
B: -1.505 -1.353 -0.316
H: 5.143 0.673 -0.504
H: -2.574 -0.821 -2.177
H: -0.803 0.519 3.342
H: -3.675 -1.301 1.296
H: -1.324 0.386 -1.741
H: -0.100 1.251 0.879
H: 2.706 -0.645 -1.683
H: -0.859 -1.195 -2.390
H: 4.009 1.105 -1.769
H: 4.293 2.213 -0.431
H: -2.524 1.797 -1.224
H: -1.587 -1.714 2.605
H: 0.843 -2.514 1.311
H: -1.766 2.960 -0.111
H: 1.890 -1.191 1.821
H: -3.442 3.185 -0.655
H: 3.500 -0.149 0.866
H: 1.276 0.206 -1.123
H: -1.280 -3.250 0.087
H: 2.475 1.237 0.634



Computed, not measured: an isolated molecule of C4H3BrOS at a distorted geometry, with the ωB97M-V functional and the def2-TZVPD basis.

Charge = 0
HOMO-LUMO gap (spin up / spin down) = 6.83 / 6.80 eV
LUMO level (spin up / spin down) = -1.565 / -1.575 eV
ΔE to the lowest compared entry with this formula, charge and spin = 139.3 kcal per mole

Atoms and positions in Å:
Br: 0.475 -2.796 -2.822
S: 0.068 -0.179 1.182
O: -2.318 -1.022 2.085
C: 0.422 -1.721 -1.301
C: -1.706 -0.365 1.162
C: 0.690 0.427 -0.352
C: 0.826 -0.366 -1.454
H: -1.822 -1.621 2.697
H: 1.529 0.015 -2.139
H: 1.150 1.386 -0.356



Computed, not measured: an isolated molecule of ClH5OSi2 at a distorted geometry, with the ωB97M-V functional and the def2-TZVPD basis.

Charge = 0
HOMO-LUMO gap = 11.79 eV
LUMO level = 0.858 eV
ΔE to the lowest compared entry with this formula, charge and spin = 8.4 kcal per mole
SMILES = [SiH3]O[SiH2]Cl

Atoms and positions in Å:
Cl: 2.603 0.670 0.969
Si: -0.847 -0.057 -1.291
Si: 0.761 0.076 1.340
O: -0.159 0.599 0.131
H: -0.367 -1.391 -1.036
H: -0.437 0.778 -2.564
H: 0.786 -1.346 1.169
H: -0.042 0.527 2.485
H: -2.298 0.145 -1.202



Computed, not measured: C37H58GaN2O2PSb2Si2Te as an isolated structure, with the ωB97M-V functional and the def2-TZVPD basis.

Charge = +4
HOMO-LUMO gap = 8.22 eV
LUMO level = -9.927 eV

Atoms and positions in Å:
Te: -0.041 0.459 2.024
Sb: -1.094 -1.985 -1.686
Sb: -1.184 1.997 -1.711
Ga: 0.153 0.044 -0.548
P: 3.341 -0.753 -1.294
Si: 1.806 -2.173 3.087
Si: -0.030 3.394 3.636
O: 2.038 0.010 -1.098
O: 4.125 -1.301 -0.156
N: 3.484 -3.455 -1.718
N: 5.797 0.443 -1.415
C: -4.204 4.133 0.568
C: 0.376 -3.946 -3.502
C: 0.895 -5.176 -3.887
C: 1.715 -3.102 1.429
C: -2.288 -2.593 1.030
C: -1.891 3.356 3.710
C: -0.047 5.786 -3.467
C: -3.123 3.827 -0.247
C: 1.706 5.236 -1.906
C: 2.993 -2.203 -2.397
C: 0.741 2.393 5.014
C: 4.476 0.440 -2.148
C: 0.455 2.528 1.973
C: 0.291 -2.528 4.111
C: -2.732 2.499 -0.391
C: 1.837 -0.310 2.671
C: -2.113 -1.315 -3.460
C: -3.279 -2.881 1.956
C: 1.153 6.101 -2.843
C: -0.143 3.735 -2.221
C: 0.291 -6.106 -1.745
C: -4.480 1.798 1.104
C: -2.623 -2.397 -0.310
C: -3.404 1.481 0.288
C: -4.882 3.122 1.238
C: -0.234 -4.881 -1.351
C: -4.604 -2.967 1.546
C: -0.186 -3.804 -2.232
C: 1.063 4.048 -1.595
C: -4.938 -2.780 0.210
C: -3.949 -2.498 -0.723
C: 0.669 5.111 3.506
C: -0.702 4.602 -3.157
C: -2.931 -0.027 -3.356
C: -2.120 1.267 -3.482
C: 0.853 -6.252 -3.007
C: 3.399 -2.559 3.957
H: -2.306 2.353 3.567
H: -3.022 -3.050 2.994
H: -2.746 -2.180 -3.669
H: 6.031 1.370 -1.049
H: -1.643 4.379 -3.646
H: 4.051 1.441 -2.104
H: 2.709 -4.095 -1.518
H: 3.473 -3.627 4.172
H: 4.267 -2.276 3.359
H: 1.376 -2.464 0.599
H: 2.630 5.503 -1.411
H: -0.703 -4.787 -0.378
H: 4.169 -3.967 -2.279
H: 1.525 2.577 1.761
H: -1.388 -1.253 -4.272
H: -2.239 3.704 4.684
H: 5.728 -0.211 -0.614
H: 2.032 0.270 3.577
H: -2.775 2.091 -3.771
H: -3.554 -0.025 -2.457
H: 0.334 5.716 4.351
H: -5.728 3.367 1.866
H: -5.968 -2.864 -0.109
H: -0.646 -2.336 3.581
H: 2.714 -3.480 1.201
H: 1.760 5.116 3.517
H: 3.462 -2.123 -3.376
H: -3.638 -0.037 -4.190
H: 1.043 -3.961 1.481
H: 0.412 1.348 5.029
H: -5.378 -3.193 2.267
H: 0.331 5.614 2.597
H: 6.580 0.157 -2.009
H: -1.347 1.188 -4.248
H: 0.372 -3.128 -4.216
H: -2.328 4.010 2.953
H: 1.832 2.416 4.987
H: 1.233 -7.216 -3.318
H: 1.654 7.029 -3.083
H: 4.652 0.199 -3.195
H: -5.009 1.014 1.630
H: 0.439 2.810 5.977
H: 0.283 -1.930 5.025
H: -4.522 5.161 0.676
H: -0.479 6.466 -4.189
H: 1.298 -5.307 -4.884
H: 3.921 -3.185 -0.818
H: 2.590 -0.046 1.927
H: 1.485 3.387 -0.844
H: 3.465 -2.034 4.912
H: -2.603 4.624 -0.766
H: 0.278 -3.576 4.416
H: -4.232 -2.371 -1.761
H: -1.252 -2.551 1.356
H: 1.922 -2.315 -2.550
H: -0.101 2.970 1.141
H: -3.112 0.437 0.186
H: 0.238 -6.954 -1.075



Computed, not measured: C43H44CuNO2P2S as an isolated structure at a distorted geometry, with the ωB97M-V functional and the def2-TZVPD basis.

Charge = -1
HOMO-LUMO gap (spin up / spin down) = 6.57 / 6.14 eV
LUMO level (spin up / spin down) = 2.634 / 2.634 eV
ΔE to the lowest compared entry with this formula, charge and spin = 18.0 kcal per mole
2S+1 = 2
<S²> = 0.76

Atoms and positions in Å:
Cu: 0.177 -1.594 1.296
S: 0.102 1.929 -0.607
P: 1.796 -0.784 -0.934
P: -2.228 0.277 -2.027
O: 0.361 -0.201 2.487
O: -0.001 3.421 -0.696
N: -0.144 -3.179 0.561
C: -2.048 4.228 -4.430
C: 2.256 0.449 0.367
C: -1.322 1.420 0.390
C: -5.485 -2.154 -2.437
C: 3.551 1.035 -4.892
C: 0.500 0.849 4.622
C: 5.537 -2.566 -0.919
C: 3.277 -0.320 -4.745
C: -3.580 0.624 0.459
C: 1.890 2.661 1.320
C: -1.385 3.088 -4.862
C: -0.119 -0.273 3.784
C: -2.750 4.208 -3.232
C: -2.583 1.602 2.420
C: 2.889 -3.374 -0.684
C: 0.179 -1.619 4.456
C: 5.234 -3.920 -0.826
C: 1.505 1.629 0.481
C: 3.328 0.291 1.240
C: 3.912 -4.319 -0.708
C: -6.480 -1.352 -2.977
C: 3.678 1.294 2.129
C: -1.408 1.803 1.718
C: -2.412 0.834 -0.272
C: -1.346 -3.882 0.255
C: -4.958 0.519 -2.959
C: 2.986 2.495 2.149
C: -1.182 -5.379 0.603
C: 2.505 0.047 -2.469
C: -2.801 3.049 -2.473
C: 2.751 -0.799 -3.558
C: 2.731 1.410 -2.654
C: -2.164 1.889 -2.913
C: -2.582 -3.348 1.013
C: -4.232 -1.622 -2.165
C: 3.256 1.897 -3.848
C: -1.603 -3.774 -1.258
C: 4.518 -1.626 -0.919
C: -1.442 1.926 -4.104
C: -6.211 -0.014 -3.236
C: -3.953 -0.275 -2.407
C: 3.180 -2.016 -0.791
C: -3.669 1.016 1.787
H: 6.569 -2.244 -0.992
H: 3.442 2.960 -3.950
H: -0.755 -4.194 -1.809
H: 0.276 1.828 4.189
H: -1.701 -2.725 -1.547
H: 3.672 -5.373 -0.627
H: -1.151 -5.514 1.688
H: -6.983 0.623 -3.653
H: -0.240 -5.744 0.188
H: 0.122 0.826 5.651
H: 1.257 -1.711 4.624
H: 1.348 3.599 1.275
H: -2.006 -5.979 0.197
H: 3.987 1.413 -5.809
H: -2.647 1.893 3.461
H: 2.523 2.120 -1.867
H: -3.330 3.045 -1.527
H: 1.587 0.724 4.638
H: -0.913 1.036 -4.428
H: -2.448 -3.509 2.086
H: -0.814 3.106 -5.782
H: -2.659 -2.269 0.851
H: 2.540 -1.859 -3.459
H: 3.297 3.298 2.805
H: -7.459 -1.762 -3.196
H: -3.247 5.103 -2.876
H: -2.006 5.137 -5.017
H: 3.878 -0.639 1.243
H: -5.683 -3.199 -2.227
H: -2.509 -4.322 -1.534
H: -0.338 -1.706 5.420
H: 4.508 1.140 2.810
H: 3.482 -1.006 -5.559
H: -3.514 -3.842 0.700
H: 1.855 -3.659 -0.501
H: -4.594 0.863 2.331
H: -1.218 -0.130 3.806
H: -0.547 2.238 2.206
H: -3.460 -2.259 -1.745
H: -0.135 -2.439 3.807
H: 6.029 -4.657 -0.835
H: -4.771 1.564 -3.166
H: -4.437 0.169 -0.021
H: 4.767 -0.577 -1.040



- charge of number 5 (C4H3BrOS)?
  0



- Look up the charge of the fourth one.
  -1